Computed, not measured: a single C4H9NO2 molecule, with wB97M-V/def2-TZVPD.

Calculated values
- E_HOMO (eV) = -9.6
- HOMO-LUMO gap (eV) = 10.314

The geometry in ORCA input format:
```
! wB97M-V def2-TZVPD RIJCOSX def2/J DEFGRID3
* xyz 0 1
C 0.3832 -1.0858 -1.9692
C 0.9490 -1.1289 -0.5638
N 0.6896 0.1335 0.2023
C -0.7303 0.3590 0.5041
C -0.8356 1.6323 1.3122
O -1.3297 2.6627 0.9779
O -0.3559 1.3882 2.5654
H 0.0402 -1.9232 -2.5721
H 0.9468 -0.4845 -2.6860
H -0.5046 -0.4489 -1.9434
H 2.0227 -1.2969 -0.6416
H 0.5314 -1.9769 -0.0077
H 1.1093 -0.0826 1.0929
H -1.2102 0.5261 -0.4507
H -1.2902 -0.4206 1.0407
H -0.4157 2.1467 3.1390
*
```

***

Computed, not measured: a single C8H11NO3S molecule, with wB97M-V/def2-TZVPD.

Calculated values
- E_HOMO (eV) = -8.7
- HOMO-LUMO gap (eV) = 9.404

The geometry in ORCA input format:
```
! wB97M-V def2-TZVPD RIJCOSX def2/J DEFGRID3
* xyz 0 1
C -2.0018 -0.2354 -2.2013
O -1.5603 0.6837 -1.1616
S -2.0665 0.3656 0.3404
O -3.2173 -0.4779 0.2808
O -2.1663 1.6518 0.9514
N -0.7845 -0.3732 1.0880
C -0.9231 -1.9105 0.9675
C 0.4698 0.1464 0.8166
C 1.6158 -0.6470 0.8311
C 2.8972 -0.1748 0.4928
C 3.0218 1.1876 0.1369
C 1.9024 1.9739 0.0320
C 0.6681 1.5272 0.4781
H -1.4569 0.0164 -3.0630
H -1.4954 -1.1521 -1.9206
H -3.0426 -0.1684 -2.4702
H -0.7000 -2.4271 1.9250
H -1.9518 -2.0285 0.7289
H -0.2063 -2.1372 0.2596
H 1.5504 -1.7466 1.1939
H 3.6847 -0.8047 0.6865
H 3.9278 1.4441 -0.4945
H 1.9948 3.1000 -0.1918
H -0.1602 2.1869 0.2932
*
```

***

Computed, not measured: a 3-piece molecular cluster, C4H11NS overall, with wB97M-V/def2-TZVPD.

Calculated values
- E_HOMO (eV) = -8.1
- HOMO-LUMO gap (eV) = 8.584

The geometry in ORCA input format:
```
! wB97M-V def2-TZVPD RIJCOSX def2/J DEFGRID3
* xyz 0 1
C 0.6912 -1.7063 -0.7778
C -0.3318 -2.1541 -1.5432
N 1.0918 -2.2688 0.4152
H 1.2923 -0.8718 -1.1348
H -0.7248 -1.4859 -2.3218
H -0.8328 -3.0999 -1.3603
H -0.6801 -0.7257 -0.2386
H 0.2641 -2.5507 0.9375
H 1.4273 -1.5270 1.0224
C -0.5312 2.3805 -0.0582
C 0.0332 1.9115 1.2769
S -0.4396 0.1708 1.5718
H -1.6300 2.2962 -0.0371
H -0.1662 1.7001 -0.8478
H -0.2546 3.4141 -0.3090
H -0.3424 2.5274 2.1004
H 1.1337 1.9896 1.3045
*
```

***

Computed, not measured: a single C4H7NO4 molecule, with wB97M-V/def2-TZVPD.

Calculated values
- E_HOMO (eV) = -9.5
- HOMO-LUMO gap (eV) = 10.044

The geometry in ORCA input format:
```
! wB97M-V def2-TZVPD RIJCOSX def2/J DEFGRID3
* xyz 0 1
N -0.9849 -0.5219 -1.4033
C 0.2631 -0.5721 -0.7335
C 0.7319 0.8856 -0.4645
C -0.1354 1.6435 0.5165
O 0.2625 2.4821 1.2660
O -1.4408 1.2291 0.4635
C 0.2685 -1.2955 0.5636
O -0.6291 -1.6793 1.2161
O 1.5903 -1.6914 0.8688
H -1.1668 -1.5180 -1.4914
H -1.6286 0.1958 -1.1149
H 1.0040 -1.1071 -1.2692
H 1.6757 0.7889 0.0364
H 0.6669 1.4099 -1.3684
H -1.9717 1.7273 1.1250
H 1.4944 -1.9768 1.7893
*
```

***

Computed, not measured: C20H12Cl2F5N2O3Pt as an isolated structure, with wB97M-V/def2-TZVPD.

Calculated values
- E_HOMO (eV) = -4.6
- HOMO-LUMO gap (eV) = 6.870

The geometry in ORCA input format:
```
! wB97M-V def2-TZVPD RIJCOSX def2/J DEFGRID3
* xyz -1 1
Pt 0.4793 1.0380 0.1445
C -1.5459 -1.1079 -0.8038
N -0.2229 -0.5085 -0.9396
C 0.6427 -1.0277 -1.7520
C 1.9067 -0.3970 -1.8120
C 3.1193 -0.5742 -2.4702
C 3.9732 0.4158 -1.9668
C 3.2521 1.1521 -1.0202
N 2.0115 0.6543 -0.9400
C -2.6047 -0.4417 -1.6516
C -2.8482 0.9257 -1.5873
C -3.8045 1.5070 -2.4039
C -4.5433 0.7248 -3.2826
C -4.3111 -0.6404 -3.3514
C -3.3377 -1.2154 -2.5453
H -1.8042 -1.0866 0.2577
H -1.4806 -2.1571 -1.1030
H 0.3950 -1.8997 -2.3500
H 3.3444 -1.3283 -3.2064
H 4.9998 0.5928 -2.2421
H 3.5636 1.9894 -0.4178
H -2.2579 1.5558 -0.9386
H -3.9513 2.5784 -2.3624
H -5.2894 1.1815 -3.9210
H -4.8769 -1.2570 -4.0389
H -3.1448 -2.2809 -2.6130
Cl -1.3431 2.1646 1.9128
C -0.5107 3.6533 1.3329
Cl 1.2562 3.2745 1.3223
C -1.0295 3.9962 -0.1006
O -1.6994 5.0311 -0.1409
O -0.7213 3.1511 -0.9596
H -0.6856 4.4470 2.0485
F 2.8045 -4.3170 4.8694
C 2.3731 -3.1834 4.2736
C 2.1173 -2.0424 5.0140
F 2.3039 -2.0711 6.3473
C 1.6759 -0.8874 4.4039
F 1.4434 0.1854 5.1862
C 1.4548 -0.7724 3.0068
O 1.0426 0.3076 2.4673
C 1.7307 -1.9705 2.3011
F 1.5468 -2.0025 0.9621
C 2.1712 -3.1298 2.9077
F 2.4049 -4.2277 2.1632
*
```

***

Computed, not measured: C49H38AsFN5O9PTi as an isolated structure, with wB97M-V/def2-TZVPD.

Calculated values
- E_HOMO (spin up / spin down) (eV) = -0.8 / -2.6
- HOMO-LUMO gap (spin up / spin down) (eV) = 4.221 / 6.071

The geometry in ORCA input format:
```
! wB97M-V def2-TZVPD RIJCOSX def2/J DEFGRID3
* xyz -2 3
Ti 0.1933 -0.4126 0.4103
O 3.1938 -0.1344 2.9680
C 2.1252 0.0855 2.4462
O 1.6805 -0.6546 1.4354
C 1.2609 1.2330 2.9224
C 1.6084 1.7642 4.1644
C 0.8803 2.8175 4.6726
C -0.1196 3.4362 3.9428
C -0.4318 2.9781 2.6589
C 0.2014 1.7825 2.1796
O -0.2194 1.2014 1.0551
N -1.3321 3.7231 1.9087
O -1.3776 3.5897 0.6324
O -2.0182 4.6229 2.5081
N 1.1938 3.3147 6.0133
O 2.1676 2.8544 6.5922
O 0.4683 4.1683 6.4996
H 2.4309 1.3333 4.7128
H -0.6449 4.2932 4.3282
C -6.3032 -2.1505 -6.2929
O -5.9677 -1.7731 -4.9804
C -5.4479 -2.7634 -4.1773
C -5.2997 -2.4581 -2.8257
C -4.8243 -3.4031 -1.9379
C -4.5065 -4.7137 -2.3621
C -4.6243 -4.9757 -3.7284
C -5.0818 -4.0213 -4.6309
N -4.2443 -5.8117 -1.5385
N -3.7864 -5.6853 -0.3189
C -3.0353 -4.6259 0.1065
C -3.0925 -4.2839 1.4702
C -2.4066 -3.1970 2.0020
C -1.5599 -2.4415 1.2070
O -0.9035 -1.3242 1.5788
C -1.3521 -2.8451 -0.1140
N -0.3898 -2.1207 -0.7794
C -0.0886 -2.4710 -2.0246
C -0.7191 -3.5200 -2.6714
C -1.7302 -4.2241 -2.0281
C -2.0777 -3.9051 -0.7147
H -6.8656 -1.3242 -6.7193
H -6.9281 -3.0492 -6.3057
H -5.4134 -2.3311 -6.9058
H -5.5652 -1.4619 -2.4870
H -4.7365 -3.1419 -0.8917
H -4.3565 -5.9657 -4.0806
H -5.1493 -4.2782 -5.6801
H -3.7654 -4.8579 2.0949
H -2.5440 -2.9141 3.0392
H 0.6902 -1.8921 -2.5043
H -0.4360 -3.7579 -3.6877
H -2.2368 -5.0351 -2.5323
F 1.1552 -0.0181 -1.0625
C -1.7557 3.4037 -2.7154
C -2.8550 3.3408 -3.7692
As -2.6157 4.7822 -5.0854
C -1.1890 3.9169 -6.1167
C 0.0687 4.5106 -6.1589
C 1.1094 3.9222 -6.8684
C 0.8938 2.7362 -7.5552
C -0.3575 2.1329 -7.5157
C -1.3893 2.7167 -6.7963
C -4.0770 4.3394 -6.3169
C -5.2072 3.6257 -5.9306
C -6.2248 3.3623 -6.8429
C -6.1246 3.8072 -8.1518
C -5.0014 4.5250 -8.5469
C -3.9937 4.7923 -7.6338
P -1.4745 1.9338 -1.5861
C -1.5249 0.6790 -2.9719
C -0.3647 0.6107 -3.7473
C -0.2744 -0.2435 -4.8369
C -1.3482 -1.0602 -5.1718
C -2.5014 -1.0207 -4.4008
C -2.5856 -0.1628 -3.3093
C -3.1346 1.6572 -0.8446
C -4.0863 2.6558 -0.6593
C -5.2526 2.4006 0.0485
C -5.4854 1.1459 0.5957
C -4.5409 0.1423 0.4335
C -3.3825 0.4051 -0.2802
H -1.9159 4.2457 -2.0355
H -0.7823 3.5600 -3.1893
H -3.8368 3.4605 -3.3119
H -2.8499 2.3944 -4.3089
H 0.2368 5.4413 -5.6286
H 2.0881 4.3862 -6.8810
H 1.7008 2.2781 -8.1147
H -0.5274 1.1962 -8.0326
H -2.3579 2.2297 -6.7608
H -5.3053 3.2602 -4.9163
H -7.0921 2.8002 -6.5237
H -6.9156 3.5968 -8.8615
H -4.9128 4.8742 -9.5690
H -3.1185 5.3497 -7.9506
H 0.4831 1.2358 -3.4832
H 0.6408 -0.2783 -5.4167
H -1.2826 -1.7300 -6.0226
H -3.3413 -1.6654 -4.6364
H -3.4982 -0.1524 -2.7279
H -3.8980 3.6594 -1.0186
H -5.9756 3.1946 0.1923
H -6.3920 0.9552 1.1573
H -4.6953 -0.8395 0.8659
H -2.6493 -0.3850 -0.4065
*
```

***

Computed, not measured: C44H39BiBr2Cl2N4O7 as an isolated structure, with wB97M-V/def2-TZVPD.

Calculated values
- E_HOMO (eV) = -8.1
- HOMO-LUMO gap (eV) = 7.989

The geometry in ORCA input format:
```
! wB97M-V def2-TZVPD RIJCOSX def2/J DEFGRID3
* xyz 0 1
Bi 0.5106 1.0760 -0.4203
C -0.0303 1.6585 3.2382
O -0.7157 1.0224 2.1566
C -1.8387 0.3209 2.4666
C -2.2658 0.0786 3.7571
C -3.4100 -0.6872 3.9632
Br -4.0034 -0.9808 5.7415
C -4.1028 -1.2436 2.9192
C -3.6628 -1.0178 1.6098
C -2.5583 -0.2012 1.3765
O -2.1055 0.0603 0.1427
C -4.2941 -1.6578 0.4611
N -4.0153 -1.3484 -0.7828
C -4.7304 -2.2319 -1.5704
C -4.7737 -2.3685 -2.9554
C -5.5639 -3.3766 -3.4738
C -6.2945 -4.2361 -2.6408
C -6.2597 -4.1130 -1.2642
C -5.4668 -3.0955 -0.7477
N -5.1690 -2.7015 0.5430
H -0.7250 2.2462 3.8409
H 0.6991 2.3188 2.7844
H 0.4663 0.9180 3.8699
H -1.7199 0.4605 4.6067
H -4.9845 -1.8373 3.1178
H -2.6767 -0.4467 -0.5015
H -4.1959 -1.7117 -3.5929
H -5.6206 -3.5120 -4.5460
H -6.8936 -5.0189 -3.0876
H -6.8182 -4.7846 -0.6240
H -5.5213 -3.1175 1.3855
C -0.0832 -3.4164 -2.6522
C -0.6315 -2.2774 -1.7887
C -0.9098 -2.7236 -0.3724
C -1.8779 -3.6990 -0.1607
C -2.1909 -4.1411 1.1133
C -1.5302 -3.5940 2.1998
C -0.5416 -2.6298 2.0351
C 0.0952 -2.0715 3.2922
C 1.0576 -3.0636 3.9552
C -0.2160 -2.2067 0.7295
N 0.7434 -1.1695 0.5548
C 1.9449 -1.3159 1.0024
C 2.8124 -0.2006 1.1169
C 4.1144 -0.0845 1.5856
C 4.4502 1.2722 1.5073
C 3.3429 1.9340 0.9934
N 2.3449 1.0532 0.7640
H 0.2420 -3.0397 -3.6222
H -0.8371 -4.1878 -2.8183
H 0.7784 -3.8687 -2.1614
H -1.5641 -1.9024 -2.2270
H 0.0981 -1.4717 -1.7964
H -2.4046 -4.1075 -1.0164
H -2.9509 -4.8993 1.2598
H -1.7924 -3.9103 3.2044
H -0.7077 -1.8402 3.9970
H 0.6185 -1.1384 3.0859
H 0.5302 -3.9723 4.2492
H 1.5127 -2.6284 4.8468
H 1.8589 -3.3553 3.2745
H 2.3071 -2.2926 1.3199
H 4.7405 -0.8958 1.9248
H 5.3881 1.7278 1.7804
H 3.2204 2.9868 0.7912
O 3.7294 2.3093 -2.5724
C 4.5864 1.2961 -2.3668
C 5.9454 1.6227 -2.3608
C 6.9015 0.6528 -2.1553
C 6.5281 -0.6773 -1.9635
C 5.1900 -1.0049 -1.9834
C 4.1974 -0.0379 -2.1745
C 2.7787 -0.5014 -2.0676
O 2.5113 -1.6834 -1.9856
O 1.8405 0.4482 -2.0657
H 2.8167 1.9956 -2.4319
H 6.2167 2.6602 -2.5146
H 7.9488 0.9297 -2.1408
H 7.2802 -1.4375 -1.7969
H 4.8603 -2.0265 -1.8459
Br 4.8939 6.9972 -2.5264
C 3.2845 6.7331 -1.5559
C 2.6299 7.8295 -1.0181
C 1.4588 7.6289 -0.2999
C 0.9607 6.3487 -0.1142
C 1.6212 5.2655 -0.6757
C 2.7897 5.4506 -1.4092
C 1.1065 3.8719 -0.5049
O 0.5446 3.5228 0.5585
O 1.3014 3.0559 -1.4575
H 3.0310 8.8239 -1.1564
H 0.9390 8.4819 0.1167
H 0.0590 6.1856 0.4624
H 3.2883 4.5984 -1.8551
Cl -1.8527 2.6876 -2.3912
C -3.3083 3.6157 -1.9952
Cl -4.5904 2.5868 -1.3451
H -3.6684 4.0803 -2.9031
H -3.0424 4.3485 -1.2449
*
```

***

Computed, not measured: a single C3H6O2 molecule, with wB97M-V/def2-TZVPD.

Calculated values
- E_HOMO (eV) = -9.8
- HOMO-LUMO gap (eV) = 10.416

The geometry in ORCA input format:
```
! wB97M-V def2-TZVPD RIJCOSX def2/J DEFGRID3
* xyz 0 1
O -1.2045 1.0375 0.5686
C -0.4103 -0.1301 0.1890
C 0.2746 -0.2444 -1.1388
O 1.3832 -0.7953 -0.2655
C 0.7965 -0.0638 0.8935
H -2.0249 1.1293 -0.1803
H -1.1080 -1.1069 0.2477
H -0.2542 -0.8620 -1.9465
H 0.5092 0.8487 -1.2772
H 0.8674 -0.7545 1.8183
H 1.1710 0.9414 1.0912
*
```

***

We obtain energy above the lowest of the compared OMol25 structures with the same formula, charge and spin values of 128.9 280.9 317.5 91.4 132.7 52.8 0.0 368.8 kJ/mol for the records listed above, in that order.